(1)
# C4H6N2O

An isolated molecule of C4H6N2O in a non-equilibrium geometry (ωB97M-V/def2-TZVPD, the OMol25 dataset).

Geometry as ORCA input:
```
! RIJCOSX wB97M-V def2-TZVPD def2/J DEFGRID3
* xyz 0 1
C 2.21 -1.05 1.24
C 1.34 -1.15 0.28
N 0.68 -1.27 -0.71
C -0.36 -0.39 -0.70
O -0.96 -0.26 -1.90
N -0.56 0.39 0.31
C -1.53 1.47 0.17
H 1.96 -0.49 2.13
H 3.14 -1.60 1.20
H -0.56 -0.92 -2.48
H -2.34 1.23 -0.53
H -1.03 2.38 -0.16
H -1.98 1.66 1.15
*
```

Frontier orbital gap = 8.5 eV
Electronic energy = -340.66687 Eh
Max |F| = 3.496 eV Å⁻¹
Energy relative to the best compared isomer or geometry (same formula, charge and spin) = 80.3 kcal/mol

---

(2)
# C18H29F5IN3O10PS2

A cluster of 4 separate species, C18H29F5IN3O10PS2 in total in a non-equilibrium geometry (ωB97M-V/def2-TZVPD, the OMol25 dataset).

Geometry as ORCA input:
```
! RIJCOSX wB97M-V def2-TZVPD def2/J DEFGRID3
* xyz 1 1
N 1.65 0.19 3.08
C 1.88 1.21 2.13
I 2.55 3.03 3.18
C 2.92 0.69 1.08
C 3.91 1.71 0.46
F 3.24 2.84 0.11
F 4.34 1.18 -0.70
C 5.22 2.02 1.29
F 6.28 1.59 0.61
F 5.33 3.35 1.43
N 2.31 0.00 -0.05
C 1.15 -0.78 0.34
C -0.02 0.14 0.81
S -1.25 -0.80 1.78
O -2.49 -0.48 1.20
O -1.02 -0.78 3.17
F -0.83 -2.20 1.25
N 0.56 1.44 1.38
P -0.71 2.62 2.11
O -0.20 4.04 1.63
O -1.91 2.29 1.13
S -1.11 2.38 3.92
H 2.53 -0.09 3.51
H 1.03 0.48 3.83
H 3.52 -0.06 1.61
H 5.19 1.57 2.28
H 2.01 0.67 -0.76
H 1.44 -1.44 1.14
H 0.77 -1.35 -0.51
H -0.55 0.44 -0.10
H 0.88 1.93 0.54
H 0.63 4.07 1.13
H -1.84 2.73 0.26
O -2.22 -0.26 -2.35
C -3.43 -0.30 -2.30
O -4.19 0.77 -2.62
C -5.58 0.48 -2.34
C -5.69 -1.04 -2.33
C -4.31 -1.44 -1.84
H -5.82 0.92 -1.37
H -6.19 0.96 -3.10
H -6.52 -1.40 -1.73
H -5.84 -1.41 -3.34
H -4.25 -1.47 -0.75
H -3.97 -2.38 -2.25
O 12.02 1.82 -2.71
C 10.96 1.75 -2.16
O 10.03 2.74 -2.24
C 8.91 2.44 -1.40
C 8.94 0.92 -1.23
C 10.43 0.63 -1.28
H 9.02 2.97 -0.45
H 8.00 2.79 -1.89
H 8.45 0.59 -0.32
H 8.44 0.45 -2.07
H 10.91 0.71 -0.30
H 10.67 -0.34 -1.72
O -7.20 -3.71 -2.05
C -7.98 -3.66 -1.14
O -8.87 -2.65 -1.01
C -9.60 -2.78 0.22
C -9.48 -4.25 0.60
C -8.11 -4.61 0.03
H -9.14 -2.12 0.96
H -10.63 -2.46 0.05
H -9.59 -4.43 1.67
H -10.25 -4.83 0.09
H -7.30 -4.40 0.74
H -8.04 -5.64 -0.31
*
```

Frontier orbital gap = 7.7 eV
Electronic energy = -3554.53022 Eh
Max |F| = 1.531 eV Å⁻¹

---

(3)
# C11H15N

A cluster of 2 separate species, C11H15N in total in a non-equilibrium geometry (ωB97M-V/def2-TZVPD, the OMol25 dataset).

Geometry as ORCA input:
```
! RIJCOSX wB97M-V def2-TZVPD def2/J DEFGRID3
* xyz 0 1
C -0.59 -1.60 3.03
C -0.05 -0.62 2.05
C 1.22 -0.25 1.74
N 1.21 0.68 0.74
C -0.08 0.98 0.38
C -0.60 1.73 -0.67
C -1.97 1.75 -0.83
C -2.81 1.09 0.06
C -2.28 0.36 1.12
C -0.91 0.19 1.22
H -0.85 -2.52 2.50
H -1.56 -1.27 3.41
H 0.06 -1.86 3.86
H 2.10 -0.55 2.29
H 2.04 0.95 0.24
H 0.09 2.17 -1.38
H -2.37 2.23 -1.72
H -3.90 1.14 0.06
H -2.96 -0.20 1.75
C 1.20 -0.87 -2.07
C 2.38 -0.26 -2.85
H 1.42 -0.93 -1.01
H 0.28 -0.32 -2.26
H 1.04 -1.87 -2.47
H 2.56 0.78 -2.52
H 3.24 -0.91 -2.80
H 2.08 -0.03 -3.88
*
```

Frontier orbital gap = 8.7 eV
Electronic energy = -482.89851 Eh
Max |F| = 1.462 eV Å⁻¹
Energy relative to the best compared isomer or geometry (same formula, charge and spin) = 10.5 kcal/mol

---

(4)
# C13H10Cl2N4OS

An isolated molecule of C13H10Cl2N4OS in a non-equilibrium geometry (ωB97M-V/def2-TZVPD, the OMol25 dataset).

Geometry as ORCA input:
```
! RIJCOSX wB97M-V def2-TZVPD def2/J DEFGRID3
* xyz 0 1
C 0.82 -3.72 4.56
C 0.42 -2.53 3.76
C -0.33 -1.55 4.40
C -0.72 -0.40 3.69
O -1.44 0.46 4.19
N -0.35 -0.33 2.36
N -0.46 0.69 1.38
C 0.09 0.13 0.22
S 0.12 0.95 -1.36
C 0.93 -0.27 -2.38
C 0.99 0.22 -3.81
C 1.99 1.20 -4.17
C 2.04 1.68 -5.47
Cl 3.23 2.89 -5.91
C 1.15 1.21 -6.43
C 0.18 0.23 -6.10
C 0.08 -0.22 -4.78
Cl -1.14 -1.49 -4.43
N 0.64 -1.04 0.41
C 0.42 -1.35 1.78
N 0.77 -2.43 2.40
H 1.83 -4.06 4.23
H 0.15 -4.54 4.50
H 0.88 -3.41 5.61
H -0.68 -1.63 5.43
H -1.26 1.32 1.32
H 1.89 -0.45 -1.99
H 0.38 -1.22 -2.31
H 2.72 1.55 -3.41
H 1.17 1.71 -7.42
H -0.46 -0.12 -6.92
*
```

Frontier orbital gap = 8.8 eV
Electronic energy = -2114.22152 Eh
Max |F| = 2.445 eV Å⁻¹
Energy relative to the best compared isomer or geometry (same formula, charge and spin) = 0.0 kcal/mol

---

(5)
# C30H64F3NO2P

A cluster of 2 separate species, C30H64F3NO2P in total (ωB97M-V/def2-TZVPD, the OMol25 dataset).

Geometry as ORCA input:
```
! RIJCOSX wB97M-V def2-TZVPD def2/J DEFGRID3
* xyz -1 1
C -4.51 -0.44 -2.39
C -3.18 -0.37 -1.63
C -2.24 0.68 -2.20
C -0.80 0.62 -1.67
C 0.24 1.08 -2.69
C 0.44 0.18 -3.93
C 0.07 -1.30 -3.75
C 1.03 -2.01 -2.80
C 2.19 -2.72 -3.49
C 3.11 -3.43 -2.49
C 4.62 -3.19 -2.67
C 5.37 -2.90 -1.36
C 5.60 -1.41 -1.09
C 4.36 -0.51 -1.20
P 3.69 0.32 0.43
C 3.11 1.21 2.01
C 4.06 2.28 2.51
C 3.77 2.80 3.93
C 2.29 3.11 4.20
C 1.45 1.90 4.62
C 0.33 2.24 5.61
C -0.74 1.15 5.66
C -1.69 1.15 4.44
C -1.37 0.09 3.37
N 2.38 -0.96 0.72
C 2.70 -2.26 1.27
C 2.35 -2.41 2.77
C 3.48 -2.03 3.74
H -5.34 -0.73 -1.74
H -4.47 -1.18 -3.20
H -4.75 0.52 -2.84
H -3.37 -0.16 -0.57
H -2.68 -1.34 -1.66
H -2.23 0.60 -3.30
H -2.66 1.67 -1.99
H -0.58 -0.40 -1.33
H -0.70 1.25 -0.78
H -0.05 2.09 -3.02
H 1.20 1.19 -2.17
H 1.50 0.21 -4.20
H -0.09 0.60 -4.80
H -0.95 -1.39 -3.38
H 0.07 -1.78 -4.73
H 1.46 -1.26 -2.13
H 0.50 -2.72 -2.16
H 1.78 -3.42 -4.23
H 2.78 -1.99 -4.06
H 2.91 -4.51 -2.52
H 2.83 -3.11 -1.48
H 5.07 -4.06 -3.16
H 4.78 -2.35 -3.35
H 4.81 -3.34 -0.53
H 6.35 -3.40 -1.37
H 6.02 -1.30 -0.08
H 6.38 -1.06 -1.78
H 3.53 -1.05 -1.66
H 4.57 0.35 -1.84
H 4.64 -0.47 1.26
H 4.71 1.37 0.22
H 2.71 1.02 -0.43
H 2.98 0.44 2.77
H 2.11 1.62 1.80
H 5.08 1.86 2.49
H 4.08 3.12 1.81
H 4.36 3.71 4.11
H 4.12 2.06 4.67
H 1.86 3.53 3.28
H 2.20 3.89 4.96
H 1.01 1.42 3.75
H 2.10 1.14 5.07
H -0.13 3.19 5.31
H 0.74 2.40 6.61
H -1.31 1.22 6.59
H -0.23 0.17 5.69
H -2.72 1.03 4.78
H -1.65 2.14 3.99
H -0.79 -0.73 3.79
H -2.28 -0.34 2.94
H -0.78 0.50 2.55
H 1.85 -1.08 -0.14
H 2.16 -3.04 0.72
H 3.78 -2.49 1.16
H 2.05 -3.45 2.97
H 1.47 -1.79 2.95
H 4.24 -1.42 3.23
H 3.99 -2.91 4.15
H 3.12 -1.44 4.59
C -10.45 2.24 -4.22
C -9.09 2.69 -3.74
O -8.80 2.16 -2.42
C -8.34 0.92 -2.39
O -8.15 0.19 -3.31
C -8.01 0.53 -0.93
F -9.02 0.85 -0.10
F -6.91 1.17 -0.52
F -7.80 -0.79 -0.84
H -11.22 2.53 -3.51
H -10.67 2.71 -5.18
H -10.47 1.16 -4.35
H -9.04 3.77 -3.61
H -8.30 2.38 -4.42
*
```

Frontier orbital gap = 5.5 eV
Electronic energy = -2027.59789 Eh
Max |F| = 0.240 eV Å⁻¹

---

(6)
# C21H30CdN5O7PS

A structure of composition C21H30CdN5O7PS in a non-equilibrium geometry (ωB97M-V/def2-TZVPD, the OMol25 dataset).

Geometry as ORCA input:
```
! RIJCOSX wB97M-V def2-TZVPD def2/J DEFGRID3
* xyz -2 1
Cd -0.99 1.11 -0.49
O -3.95 -1.41 1.05
C -3.39 -0.33 1.09
O -2.14 -0.12 1.35
C -4.17 0.96 0.88
C -5.50 0.79 0.66
C -6.40 1.80 0.49
C -5.96 3.11 0.60
C -4.60 3.33 0.78
C -3.59 2.28 0.75
O -2.40 2.57 0.51
N -4.27 4.75 0.90
O -4.91 5.52 0.19
O -3.44 5.15 1.68
N -7.81 1.51 0.23
O -8.58 2.43 0.03
O -8.12 0.33 0.14
H -5.88 -0.25 0.65
H -6.62 3.93 0.42
C 3.71 0.39 1.64
C 2.86 -0.87 1.42
C 3.82 -2.05 1.49
C 1.80 -0.94 2.55
P 1.91 -0.53 -0.20
N 0.89 0.57 0.04
C 1.19 -2.19 -0.84
C 2.25 -3.20 -1.43
C 0.48 -2.87 0.34
C 0.07 -1.93 -1.90
C 3.22 0.10 -1.47
C 2.49 0.13 -2.88
C 4.56 -0.70 -1.63
C 3.55 1.56 -1.10
H 4.08 0.35 2.68
H 3.20 1.35 1.52
H 4.55 0.43 0.94
H 4.43 -1.93 2.37
H 4.48 -2.15 0.62
H 3.30 -3.01 1.57
H 2.32 -1.02 3.49
H 1.17 -1.83 2.47
H 1.11 -0.13 2.59
H 3.06 -3.40 -0.74
H 2.71 -2.87 -2.35
H 1.75 -4.18 -1.60
H 1.12 -3.24 1.16
H -0.08 -3.78 0.02
H -0.26 -2.21 0.80
H 0.24 -1.17 -2.62
H -0.85 -1.74 -1.39
H -0.11 -2.83 -2.47
H 2.26 -0.86 -3.28
H 3.15 0.65 -3.58
H 1.52 0.61 -2.74
H 4.39 -1.73 -1.82
H 5.22 -0.62 -0.76
H 5.11 -0.30 -2.52
H 2.69 2.04 -0.67
H 3.81 2.10 -2.03
H 4.40 1.64 -0.43
N -1.87 0.07 3.92
C -1.44 0.45 4.92
H -2.11 -0.18 2.94
S -2.16 1.95 -2.60
C -1.01 1.46 -3.74
N -0.28 1.16 -4.60
*
```

Frontier orbital gap = 7.1 eV
Electronic energy = -2525.87341 Eh
Max |F| = 2.068 eV Å⁻¹
Energy relative to the best compared isomer or geometry (same formula, charge and spin) = 0.0 kcal/mol

---

(7)
# C2HClNO2

The ion C2HClNO2 with charge -1 in a non-equilibrium geometry (ωB97M-V/def2-TZVPD, the OMol25 dataset).

Geometry as ORCA input:
```
! RIJCOSX wB97M-V def2-TZVPD def2/J DEFGRID3
* xyz -1 1
H -2.28 -0.19 0.04
N -1.49 0.44 0.12
C -0.29 -0.19 -0.03
Cl -0.26 -1.89 -0.40
C 1.14 0.48 0.07
O 1.86 -0.07 0.90
O 1.32 1.41 -0.71
*
```

Frontier orbital gap = 8.4 eV
Electronic energy = -742.29924 Eh
Max |F| = 5.601 eV Å⁻¹
Energy relative to the best compared isomer or geometry (same formula, charge and spin) = 26.5 kcal/mol

---

(8)
# C5H8N2

An isolated molecule of C5H8N2 (ωB97M-V/def2-TZVPD, the OMol25 dataset).

Geometry as ORCA input:
```
! RIJCOSX wB97M-V def2-TZVPD def2/J DEFGRID3
* xyz 0 1
C 1.82 1.96 0.14
N 1.17 0.83 0.23
C -0.29 0.74 -0.02
C -0.50 -0.75 -0.05
C -1.80 -1.40 -0.39
C 0.67 -1.26 0.36
N 1.69 -0.34 0.57
H -0.55 1.32 -0.92
H 1.30 2.80 -0.30
H 2.85 1.99 0.44
H -0.80 1.19 0.84
H -1.73 -2.49 -0.27
H -2.11 -1.20 -1.42
H -2.62 -1.06 0.26
H 0.90 -2.31 0.53
*
```

Frontier orbital gap (alpha / beta) = 7.6 / 7.6 eV
Electronic energy = -304.73664 Eh
Max |F| = 0.278 eV Å⁻¹
Energy relative to the best compared isomer or geometry (same formula, charge and spin) = 62.0 kcal/mol

---

(9)
# CN3O3

A structure of composition CN3O3 in a non-equilibrium geometry (ωB97M-V/def2-TZVPD, the OMol25 dataset).

Geometry as ORCA input:
```
! RIJCOSX wB97M-V def2-TZVPD def2/J DEFGRID3
* xyz -1 1
C 2.16 -0.19 -0.05
N 3.03 -0.16 0.71
N -1.11 0.89 -0.19
N -1.79 -0.05 0.08
O -1.63 -1.06 0.66
O -2.89 0.67 -0.22
O 1.33 -0.22 -0.94
*
```

Frontier orbital gap (alpha / beta) = 5.7 / 5.7 eV
Electronic energy = -427.91659 Eh
Max |F| = 3.348 eV Å⁻¹
Energy relative to the best compared isomer or geometry (same formula, charge and spin) = 42.1 kcal/mol

---

(10)
# C4H2O2

An isolated molecule of C4H2O2 (ωB97M-V/def2-TZVPD, the OMol25 dataset).

Geometry as ORCA input:
```
! RIJCOSX wB97M-V def2-TZVPD def2/J DEFGRID3
* xyz 0 1
O -0.98 2.64 0.81
C -0.28 1.78 0.44
C 0.68 0.97 0.07
C 0.82 -0.31 -0.24
C -0.38 -1.22 -0.25
O -0.32 -2.39 0.02
H 1.79 -0.78 -0.40
H -1.33 -0.69 -0.45
*
```

Frontier orbital gap = 8.1 eV
Electronic energy = -304.00592 Eh
Max |F| = 0.792 eV Å⁻¹
Energy relative to the best compared isomer or geometry (same formula, charge and spin) = 2.4 kcal/mol

---

(11)
# C4H5NO2

A structure of composition C4H5NO2 in a non-equilibrium geometry (ωB97M-V/def2-TZVPD, the OMol25 dataset).

Geometry as ORCA input:
```
! RIJCOSX wB97M-V def2-TZVPD def2/J DEFGRID3
* xyz 0 1
C 0.30 -0.29 -0.27
C -0.32 1.09 -0.54
C -0.27 -0.11 1.13
C 1.65 -0.54 -0.51
H -1.38 -1.28 -0.31
H 0.35 1.98 -0.53
H -0.89 1.24 -1.50
H -0.94 -0.97 1.39
H 0.46 0.02 1.79
N 2.78 -0.76 -0.36
O -0.54 -1.37 -0.88
O -1.20 0.99 0.58
*
```

Frontier orbital gap = 11.6 eV
Electronic energy = -360.54626 Eh
Max |F| = 5.415 eV Å⁻¹
Energy relative to the best compared isomer or geometry (same formula, charge and spin) = 77.3 kcal/mol

---

(12)
# C9H17O6

The ion C9H17O6 with charge +1 in a non-equilibrium geometry (ωB97M-V/def2-TZVPD, the OMol25 dataset).

Geometry as ORCA input:
```
! RIJCOSX wB97M-V def2-TZVPD def2/J DEFGRID3
* xyz 1 1
C -1.60 1.34 0.09
C -0.38 0.84 0.92
C 0.90 1.16 0.22
C -3.00 1.18 0.47
C 1.71 0.16 -0.49
C -3.32 -0.36 0.59
C 2.08 -1.00 0.41
C -3.23 -1.17 -0.72
C 3.16 -1.81 -0.24
O -0.13 1.84 -1.53
O -1.36 1.76 -1.04
O -1.80 -1.27 -0.93
O 4.26 -0.98 -0.50
O 2.82 2.58 0.38
O 1.50 2.22 0.66
H -0.34 1.09 2.05
H -0.39 -0.35 0.84
H -3.63 1.85 -0.16
H -3.15 1.64 1.47
H 1.21 -0.25 -1.34
H 2.68 0.64 -0.83
H -2.54 -0.86 1.27
H -4.31 -0.38 0.98
H 2.46 -0.58 1.46
H 1.20 -1.66 0.60
H -3.65 -0.58 -1.61
H -3.75 -2.07 -0.64
H 3.45 -2.74 0.36
H 2.68 -1.94 -1.24
H -1.46 -2.05 -1.48
H 4.79 -1.45 -1.06
H 3.14 3.21 1.03
*
```

Frontier orbital gap = 9.9 eV
Electronic energy = -804.00508 Eh
Max |F| = 3.926 eV Å⁻¹

---

(13)
# C6H14O

An isolated molecule of C6H14O (ωB97M-V/def2-TZVPD, the OMol25 dataset).

Geometry as ORCA input:
```
! RIJCOSX wB97M-V def2-TZVPD def2/J DEFGRID3
* xyz 0 1
C -2.60 0.62 -0.56
C -2.32 -0.56 0.38
C -0.92 -1.16 0.15
C 0.24 -0.54 0.96
C 1.30 -0.08 -0.02
O 2.41 0.50 0.63
C 3.31 1.02 -0.31
H -3.64 0.94 -0.51
H -2.39 0.35 -1.60
H -1.97 1.48 -0.31
H -2.43 -0.24 1.42
H -3.08 -1.33 0.21
H -0.93 -2.25 0.30
H -0.70 -1.03 -0.92
H 0.66 -1.25 1.67
H -0.10 0.32 1.55
H 1.63 -0.94 -0.63
H 0.85 0.64 -0.71
H 3.71 0.24 -0.97
H 4.14 1.48 0.24
H 2.83 1.79 -0.94
*
```

Frontier orbital gap = 10.9 eV
Electronic energy = -312.22079 Eh
Max |F| = 0.347 eV Å⁻¹
Energy relative to the best compared isomer or geometry (same formula, charge and spin) = 21.5 kcal/mol

---

(14)
# C4H12

A cluster of 2 separate species, C4H12 in total in a non-equilibrium geometry (ωB97M-V/def2-TZVPD, the OMol25 dataset).

Geometry as ORCA input:
```
! RIJCOSX wB97M-V def2-TZVPD def2/J DEFGRID3
* xyz 0 1
C -1.18 1.53 0.27
C -0.05 2.53 0.41
H -2.07 1.91 -0.25
H -0.87 0.68 -0.32
H -1.57 1.19 1.23
H -0.27 3.35 1.09
H 0.79 2.07 0.95
H 0.37 2.80 -0.56
C 1.06 -1.40 -0.42
C 0.21 -2.67 -0.22
H 1.39 -1.32 -1.46
H 0.35 -0.57 -0.40
H 1.92 -1.25 0.22
H -0.78 -2.49 -0.65
H 0.67 -3.51 -0.74
H 0.03 -2.85 0.84
*
```

Frontier orbital gap = 12.5 eV
Electronic energy = -159.57176 Eh
Max |F| = 1.488 eV Å⁻¹
Energy relative to the best compared isomer or geometry (same formula, charge and spin) = 8.3 kcal/mol

---

(15)
# C6H15N2

A cluster of 2 separate species, C6H15N2 in total in a non-equilibrium geometry (ωB97M-V/def2-TZVPD, the OMol25 dataset).

Geometry as ORCA input:
```
! RIJCOSX wB97M-V def2-TZVPD def2/J DEFGRID3
* xyz 1 1
C 0.24 1.93 -1.34
C -0.13 1.85 0.14
C 1.41 0.95 1.86
N 1.13 1.73 0.89
H 0.94 2.77 -1.44
H 0.71 1.02 -1.70
H -0.63 2.17 -1.95
H -0.60 2.78 0.48
H -0.75 0.99 0.36
H 2.34 1.05 2.39
H 0.61 0.30 2.19
H 1.94 2.17 0.44
C -1.85 -2.05 0.35
C -0.66 -1.61 -0.46
C -0.70 -1.52 -1.79
N 0.51 -1.41 0.31
H -2.03 -1.41 1.22
H -1.59 -3.04 0.73
H -2.75 -2.12 -0.25
H 0.21 -1.43 -2.37
H -1.60 -1.79 -2.35
H 0.42 -1.77 1.25
H 1.31 -1.87 -0.11
*
```

Frontier orbital gap = 7.3 eV
Electronic energy = -346.83575 Eh
Max |F| = 1.291 eV Å⁻¹
Energy relative to the best compared isomer or geometry (same formula, charge and spin) = 48.2 kcal/mol

---

(16)
# C6H12O5S2

An isolated molecule of C6H12O5S2 in a non-equilibrium geometry (ωB97M-V/def2-TZVPD, the OMol25 dataset).

Geometry as ORCA input:
```
! RIJCOSX wB97M-V def2-TZVPD def2/J DEFGRID3
* xyz 0 3
C 2.35 0.09 0.18
C 1.53 0.33 -1.07
C 1.45 -0.57 1.23
C -0.40 0.69 -0.05
C -2.90 0.21 -0.28
C -1.43 -0.11 -0.78
O 2.74 1.37 0.56
O 1.25 -0.74 -1.92
O 1.32 -1.99 0.80
O -3.23 -0.55 0.87
O -1.22 -1.44 -0.53
S -0.07 0.24 1.64
S -0.84 2.55 -0.14
H 3.25 -0.51 0.00
H 1.71 1.16 -1.62
H 2.12 -0.64 2.21
H -3.18 1.38 -0.18
H -3.58 -0.31 -0.99
H -1.40 0.09 -1.82
H 3.16 1.33 1.52
H 1.34 -1.62 -1.49
H 0.38 -2.19 0.83
H -2.57 -0.16 1.65
H -2.08 -1.69 0.06
H 0.27 3.07 -0.68
*
```

Frontier orbital gap (alpha / beta) = 6.1 / 7.1 eV
Electronic energy = -1408.14220 Eh
Max |F| = 5.892 eV Å⁻¹
⟨S²⟩ = 2.008